(1)
Here is the molecule CH6ClP3 from the OMol25 dataset. Energies are from ωB97M-V/def2-TZVPD.

Element x y z (Å)
C1 -1.749 -0.153 -0.127
P1 0.146 -0.316 0.019
P2 -2.241 1.306 0.836
P3 2.505 -0.591 0.734
Cl1 -2.764 -1.429 0.215
H1 0.588 0.792 -0.839
H2 0.424 -1.208 -1.027
H3 -1.757 2.321 -0.174
H4 -3.596 1.219 0.497
H5 2.828 0.719 0.468
H6 2.016 -0.404 2.083

Atomic forces in eV per Å
1.0 1.7 0.7
0.0 0.3 -1.3
0.9 1.0 -1.4
0.1 -1.1 0.9
-0.5 -1.5 -0.1
-0.8 -0.6 0.7
-0.4 -0.3 0.0
-0.8 -0.9 1.1
-0.3 0.4 -0.2
0.1 1.0 0.1
0.6 0.1 -0.6

Output
- ⟨S²⟩: 2.02
- Molar mass: 146.43 g/mol
- Orbital gap (spin up / spin down): 7.3725 / 8.0175 eV
- LUMO energy (spin up / spin down): 0.61 / -1.67 eV
- 2S+1: 3



(2)
Here is a structure of composition C25H45FIrNOSeSi4 from the OMol25 dataset. Energies are from ωB97M-V/def2-TZVPD.

Element x y z (Å)
Ir1 -0.215 0.869 0.267
C1 -2.550 4.149 0.945
Si1 -2.214 3.134 -0.579
C2 -0.714 3.597 -1.581
C3 -3.621 3.297 -1.804
N1 -1.959 1.400 0.026
C4 -3.064 0.519 0.241
C5 -4.371 0.976 0.415
C6 -5.411 0.095 0.669
C7 -5.178 -1.268 0.754
C8 -3.888 -1.755 0.592
C9 -2.878 -0.857 0.350
F1 -1.619 -1.336 0.173
H1 -2.705 5.194 0.666
H2 -1.768 4.102 1.703
H3 -3.474 3.794 1.410
H4 -0.747 4.669 -1.798
H5 -0.767 3.068 -2.537
H6 0.244 3.383 -1.109
H7 -3.401 4.209 -2.367
H8 -4.613 3.424 -1.374
H9 -3.659 2.475 -2.522
H10 -4.584 2.031 0.396
H11 -6.408 0.488 0.810
H12 -5.991 -1.953 0.950
H13 -3.657 -2.809 0.650
C10 2.327 1.143 -1.306
O1 1.539 0.180 -0.558
Si2 2.304 -1.352 -0.081
C11 3.140 -0.945 1.533
C12 3.610 -1.664 -1.374
C13 0.934 -2.571 -0.077
Si3 0.151 -2.927 -1.754
C14 -1.493 -3.825 -1.747
C15 1.314 -4.025 -2.740
C16 -0.105 -1.308 -2.697
Si4 0.509 -3.344 1.593
C17 0.103 -1.912 2.755
C18 -0.934 -4.535 1.567
C19 1.969 -4.367 2.193
H14 2.834 0.631 -2.120
H15 3.048 1.619 -0.645
H16 1.653 1.887 -1.717
H17 4.088 -0.442 1.323
H18 3.368 -1.833 2.125
H19 2.532 -0.284 2.152
H20 4.451 -0.977 -1.261
H21 3.240 -1.587 -2.398
H22 3.995 -2.678 -1.237
H23 -1.541 -4.649 -1.039
H24 -1.631 -4.248 -2.746
H25 -2.336 -3.159 -1.559
H26 1.329 -5.030 -2.311
H27 2.343 -3.674 -2.796
H28 0.936 -4.117 -3.762
H29 -0.576 -0.522 -2.097
H30 -0.781 -1.492 -3.537
H31 0.823 -0.900 -3.104
H32 0.099 -0.987 2.174
H33 0.836 -1.805 3.558
H34 -0.882 -2.038 3.207
H35 -1.892 -4.056 1.363
H36 -0.993 -4.987 2.562
H37 -0.790 -5.349 0.855
H38 2.955 -3.968 1.954
H39 1.909 -5.363 1.747
H40 1.911 -4.492 3.277
Se1 0.553 2.049 2.026
C20 1.835 3.354 1.423
C21 3.182 3.100 1.667
C22 4.135 4.045 1.314
C23 3.744 5.241 0.725
C24 2.398 5.498 0.504
C25 1.438 4.558 0.858
H41 3.484 2.173 2.139
H42 5.182 3.849 1.505
H43 4.486 5.978 0.449
H44 2.090 6.437 0.064
H45 0.388 4.775 0.702

Atomic forces in eV per Å
0.0 0.0 -0.1
0.0 -0.1 0.0
0.0 -0.3 -0.1
0.1 0.0 0.1
0.0 -0.1 0.1
-0.6 0.2 -0.4
0.2 -0.1 0.1
0.0 0.0 0.1
0.0 0.0 0.0
0.0 0.0 0.0
-0.1 0.0 0.0
-0.1 0.1 -0.1
0.1 0.0 0.0
0.0 0.0 0.0
0.0 0.0 0.0
0.0 0.1 0.0
0.0 0.0 0.0
0.0 0.0 0.0
-0.1 0.0 0.0
0.0 0.0 0.0
0.0 -0.1 0.1
0.0 0.0 0.0
0.0 0.1 -0.1
0.0 0.0 0.0
0.0 0.0 0.0
0.0 0.0 0.0
-0.1 0.0 0.0
0.2 -0.2 -0.1
0.0 0.3 0.0
0.0 0.0 0.0
0.0 0.0 0.0
-0.1 -0.1 0.0
0.1 0.0 -0.1
0.0 0.1 0.0
0.0 0.0 0.1
0.0 0.0 0.0
0.0 0.0 -0.1
0.2 -0.1 -0.1
0.0 0.0 0.0
0.0 0.0 -0.1
0.0 0.0 0.0
0.0 0.0 0.0
0.0 0.0 0.0
0.0 0.0 0.0
0.0 0.0 0.0
0.0 0.0 0.0
0.0 0.0 0.0
0.0 -0.1 0.0
0.0 0.0 0.0
0.0 0.0 0.0
0.0 0.0 0.0
0.0 0.0 0.0
0.0 0.0 0.0
0.0 0.0 0.0
0.0 0.0 0.0
0.0 0.0 0.0
0.1 0.0 0.0
0.0 0.0 0.0
-0.1 0.0 0.2
0.0 0.0 0.0
0.0 0.0 0.0
0.0 0.0 0.0
0.0 0.0 0.0
0.0 0.0 0.0
0.0 0.0 0.0
0.0 0.0 0.0
0.0 0.0 0.0
0.2 0.3 0.4
0.0 -0.1 0.0
0.0 0.0 0.0
0.0 0.0 0.0
0.0 0.0 0.0
0.0 0.0 0.0
0.0 0.1 0.0
0.0 0.0 0.0
0.0 0.0 0.0
0.0 0.0 0.0
0.0 0.0 0.0
0.0 0.0 0.0

Output
- ⟨S²⟩: 0.76
- Molar mass: 778.16 g/mol
- Energy above the lowest of the compared OMol25 structures with the same formula, charge and spin: 0.0 kcal per mole
- Orbital gap (spin up / spin down): 6.6863 / 6.7722 eV
- LUMO energy (spin up / spin down): -4.45 / -4.45 eV
- Net charge: +1
- 2S+1: 2



(3)
Here is a structure of composition C23H45HfN2O2SSi3 from the OMol25 dataset. Energies are from ωB97M-V/def2-TZVPD.

Element x y z (Å)
Hf1 0.748 -0.254 -0.355
C1 3.239 -2.035 3.484
Si1 2.467 -1.861 1.768
C2 1.985 -3.560 1.039
C3 3.589 -1.185 0.343
C4 0.983 -0.618 1.756
Si2 1.267 1.107 2.625
C5 0.326 2.310 1.433
C6 0.547 1.120 4.374
C7 3.094 1.637 2.549
Si3 -0.698 -1.441 2.135
C8 -0.870 -2.425 3.737
C9 -2.111 -0.205 1.744
C10 -0.934 -2.584 0.576
C11 -1.584 -3.808 0.659
C12 -1.802 -4.576 -0.472
C13 -1.376 -4.076 -1.697
C14 -0.748 -2.847 -1.727
N1 -0.521 -2.110 -0.622
H1 3.998 -2.812 3.491
H2 2.488 -2.316 4.218
H3 3.711 -1.126 3.839
H4 2.849 -4.215 1.099
H5 1.708 -3.517 -0.015
H6 1.191 -4.057 1.582
H7 4.506 -1.770 0.320
H8 3.907 -0.154 0.480
H9 3.137 -1.315 -0.654
H10 -0.645 1.926 1.121
H11 0.917 2.583 0.553
H12 0.136 3.244 1.958
H13 -0.501 0.842 4.415
H14 0.634 2.105 4.823
H15 1.089 0.436 5.020
H16 3.418 1.933 1.551
H17 3.771 0.871 2.906
H18 3.248 2.500 3.190
H19 -0.564 -1.828 4.590
H20 -0.265 -3.328 3.745
H21 -1.900 -2.721 3.922
H22 -2.149 0.626 2.439
H23 -3.077 -0.700 1.818
H24 -2.027 0.187 0.723
H25 -1.912 -4.159 1.623
H26 -2.289 -5.536 -0.400
H27 -1.526 -4.627 -2.612
H28 -0.418 -2.430 -2.673
O1 2.904 1.890 -1.741
C15 2.538 1.436 -0.773
C16 -1.717 5.911 -1.510
C17 -0.988 4.743 -2.166
C18 -1.734 3.439 -1.895
S1 -0.860 2.047 -2.705
O2 -0.363 1.170 -1.495
C19 -2.250 1.061 -3.414
C20 -2.933 0.124 -2.425
C21 -3.913 0.832 -1.495
H29 -1.205 6.840 -1.737
H30 -1.746 5.784 -0.431
H31 -2.737 5.993 -1.876
H32 0.030 4.682 -1.772
H33 -0.922 4.918 -3.241
H34 -2.748 3.494 -2.284
H35 -1.761 3.222 -0.827
H36 -1.810 0.502 -4.243
H37 -2.952 1.777 -3.838
H38 -2.172 -0.416 -1.841
H39 -3.473 -0.623 -3.010
H40 -3.410 1.502 -0.801
H41 -4.476 0.106 -0.914
H42 -4.627 1.410 -2.076
C22 2.156 -0.864 -5.108
C23 1.846 -0.810 -3.741
N2 1.567 -0.760 -2.620
H43 1.887 0.077 -5.596
H44 1.607 -1.675 -5.593
H45 3.226 -1.039 -5.256

Atomic forces in eV per Å
-0.8 0.0 -0.6
-0.1 0.2 -0.7
0.0 -0.3 -0.1
0.1 0.6 0.4
-0.4 0.2 0.9
-0.1 0.1 -0.8
-0.1 0.0 -0.2
0.3 -0.5 0.5
0.3 0.0 -0.7
-0.7 -0.3 0.1
-0.3 0.1 -0.3
0.1 0.4 -0.6
0.6 -0.5 0.5
-0.3 -0.1 1.1
0.0 0.1 -0.1
0.1 0.2 0.0
0.1 0.3 0.1
-0.1 -0.2 -0.7
0.6 0.6 0.0
0.1 -0.1 -0.1
-0.2 -0.1 0.0
0.0 0.2 0.0
0.3 -0.1 0.0
0.0 0.0 -0.1
-0.2 -0.1 0.1
0.0 -0.3 -0.2
0.0 0.1 0.0
0.1 0.0 -0.2
-0.1 0.1 0.0
-0.1 0.1 0.0
0.0 0.2 0.1
-0.2 -0.1 -0.1
0.0 0.2 0.0
0.2 -0.2 0.1
0.0 0.0 -0.1
0.2 -0.2 0.1
-0.1 0.2 0.1
0.1 0.2 0.1
0.2 -0.1 -0.1
-0.2 0.0 -0.1
0.1 0.3 0.1
-0.1 -0.2 -0.1
0.0 0.1 -0.1
0.0 -0.1 0.2
-0.1 -0.1 0.0
0.0 0.0 -0.1
0.0 0.0 0.2
-0.1 -0.2 1.8
0.3 0.5 -2.5
0.1 -0.2 -0.1
0.0 0.1 0.0
0.4 0.3 -0.2
-0.9 -0.1 0.3
0.7 -1.0 1.0
0.4 -0.4 0.0
0.0 0.1 0.3
0.1 -0.2 -0.1
0.0 0.1 0.0
0.0 0.1 0.2
-0.1 0.0 0.0
0.0 0.0 -0.1
0.1 -0.1 0.0
-0.1 -0.2 -0.1
0.0 -0.2 0.0
0.1 0.1 0.0
0.1 0.2 0.0
-0.3 0.0 -0.2
0.1 0.0 -0.1
0.0 0.1 0.1
0.0 0.0 0.1
-0.1 0.1 0.0
0.4 -0.1 -1.6
-0.6 0.1 2.4
0.2 0.0 -0.2
0.0 0.0 0.0
0.0 0.0 0.1
0.0 0.0 0.1

Output
- Molar mass: 676.44 g/mol
- Energy above the lowest of the compared OMol25 structures with the same formula, charge and spin: 12.4 kcal per mole
- Orbital gap: 7.4052 eV
- LUMO energy: -10.18 eV
- Net charge: +3
- 2S+1: 1